No. 1
92
Properties=species:S:1:pos:R:3:forces:R:3:mulliken_charge:R:1 method="wB97M-V/def2-TZVPD" smiles="CCOC(=O)CCC[C@]1(CC(=O)F)[C@H](P(O)(O)=S)C(=O)N[C@]1(CCCCl)[PH2]=S.C[C@@H]1COC(=O)O1.C[C@@H]1COC(=O)O1.C[C@@H]1COC(=O)O1" e_homo_ev=-8.0 gap_ev=8.4
C 5.9879 -1.6323 2.4268 0.09 0.11 -0.22 -1.16
C 5.2850 -0.7580 3.4712 0.44 -1.42 -0.55 -0.05
O 5.0371 0.5194 2.8904 -0.46 -0.42 0.08 -0.31
C 4.1847 1.2960 3.6420 -1.20 -1.99 -0.60 -0.03
O 4.6050 2.2537 4.1467 1.28 3.06 1.37 -0.53
C 2.7029 0.9531 3.7669 0.32 -0.15 -0.11 -0.29
C 1.9038 1.8510 2.7915 -0.56 -0.15 -0.06 -1.35
C 0.4747 1.3225 2.4569 -0.10 0.92 -0.14 -1.25
C 0.1700 1.2114 0.9389 -0.96 -2.08 -0.62 1.99
C -0.3304 2.5500 0.3098 2.13 -0.01 -0.28 -2.11
C 0.5592 3.7495 0.6283 -0.66 -1.86 -2.02 -0.08
O 0.4457 4.3039 1.6249 -0.30 2.43 3.92 -0.46
F 1.4757 4.2064 -0.2383 0.08 -0.48 -0.88 -0.29
C -1.0892 0.2706 0.6140 -1.17 1.59 0.42 -0.53
P -2.3461 -0.0339 1.9302 -1.08 -2.44 0.04 0.76
O -3.7691 -0.2370 1.1160 1.47 0.94 0.05 -0.60
O -2.5842 1.3009 2.8164 -0.14 -0.16 -1.19 -0.47
S -2.0832 -1.6111 3.0150 0.34 0.43 0.18 -0.41
C -0.6866 -0.8977 -0.3152 2.31 4.55 2.02 -0.53
O -1.2052 -1.9133 -0.4737 -1.96 -3.53 -1.19 -0.60
N 0.4993 -0.4040 -0.9217 -1.27 -1.04 0.94 0.11
C 1.2268 0.4095 0.0825 2.06 0.25 -1.70 -0.04
C 2.2834 1.2527 -0.7319 -0.58 -0.95 0.51 -1.00
C 2.9013 0.5095 -1.9294 0.96 1.23 -0.71 -0.26
C 4.0444 1.4312 -2.4487 -0.08 -0.61 -0.11 -0.66
Cl 5.4582 1.4044 -1.3027 -0.37 0.11 -0.19 -0.22
P 2.2945 -0.8848 0.9416 -0.34 -0.46 1.11 0.41
S 1.3963 -2.0580 2.2035 0.00 -0.08 -0.01 -0.34
H 6.0502 -2.6773 2.7526 -0.03 0.25 0.12 0.36
H 7.0034 -1.2794 2.2147 -0.20 0.01 0.09 0.33
H 5.4426 -1.6312 1.4736 0.02 0.08 0.24 0.22
H 5.9380 -0.6778 4.3514 -0.26 0.27 -0.07 0.47
H 4.3676 -1.2975 3.7557 -0.03 0.50 0.03 0.19
H 2.4259 1.2575 4.7815 0.04 -0.17 -0.14 0.61
H 2.4893 -0.1182 3.6780 0.01 0.26 -0.26 0.16
H 2.4251 2.0588 1.8468 0.23 -0.19 0.31 0.32
H 1.7973 2.8235 3.2808 0.14 -0.11 -0.22 0.67
H -0.2277 2.0873 2.8137 0.08 -0.29 0.06 0.57
H 0.2229 0.4044 2.9969 0.26 -0.02 -0.28 0.67
H -1.2798 2.7504 0.8094 0.09 0.18 -0.27 1.03
H -0.4322 2.4744 -0.7690 -0.19 -0.30 0.17 0.97
H -1.6875 0.8741 -0.0981 0.00 -0.24 0.21 0.13
H -3.7177 -1.0985 0.6495 -0.21 -0.08 0.37 0.46
H -3.3482 1.0971 3.3836 0.23 0.11 0.06 0.43
H 0.9746 -1.2554 -1.2198 0.38 0.50 -0.46 0.51
H 3.1106 1.4665 -0.0403 -0.22 0.52 -0.28 0.21
H 1.8079 2.1650 -1.1036 0.28 -0.14 0.13 0.66
H 2.2205 0.3534 -2.7876 0.18 0.20 0.83 0.07
H 3.3863 -0.4422 -1.6873 -0.28 0.09 0.09 0.34
H 3.7168 2.4670 -2.5676 0.09 -0.14 0.21 0.42
H 4.4435 1.0918 -3.4041 -0.14 -0.04 0.16 0.42
H 2.7914 -1.6983 -0.1103 0.03 0.69 -0.02 0.28
H 3.4407 -0.2405 1.4809 -0.24 0.02 -0.51 -0.01
C -4.2856 7.3926 -0.2247 0.18 0.27 -0.34 -1.46
C -4.2038 5.9937 -0.7930 -0.18 0.60 0.37 0.48
C -4.2638 4.9060 0.2500 -0.29 -0.16 0.16 -0.55
O -3.4997 3.8599 -0.3570 0.24 0.11 -0.07 -0.20
C -2.6099 4.4510 -1.1937 0.03 0.10 -0.18 0.63
O -1.6773 3.8939 -1.6816 -0.32 0.29 -0.25 -0.55
O -2.9207 5.7549 -1.3936 0.00 -0.48 0.05 -0.35
H -3.3476 7.6711 0.2574 -0.04 -0.16 0.12 0.36
H -4.4579 8.1162 -1.0220 -0.03 0.00 0.04 0.36
H -5.0999 7.4796 0.4955 -0.01 -0.08 -0.02 0.37
H -4.9701 5.8499 -1.5594 0.05 -0.12 0.00 0.27
H -5.2803 4.5739 0.4519 0.08 -0.18 -0.08 0.33
H -3.7906 5.1879 1.1945 0.06 0.10 -0.08 0.33
C -3.5328 -7.6099 1.1746 0.42 -0.01 -0.21 -1.44
C -3.6014 -6.2218 1.7717 -0.04 -0.68 -0.13 0.51
C -5.0015 -5.7624 2.0912 -0.18 -0.01 0.31 -0.52
O -4.9007 -4.3461 1.9404 0.12 0.00 -0.27 -0.30
C -3.9073 -4.1106 1.0453 0.16 0.08 0.10 0.48
O -3.6995 -3.0639 0.5253 -0.24 0.00 -0.22 -0.49
O -3.1765 -5.2328 0.8245 -0.26 0.34 0.15 -0.33
H -3.8697 -7.6033 0.1371 -0.17 0.06 0.08 0.35
H -2.5036 -7.9701 1.1702 -0.04 -0.03 0.02 0.35
H -4.1378 -8.3160 1.7448 -0.01 0.06 0.04 0.37
H -2.9528 -6.1537 2.6490 -0.05 0.12 0.01 0.27
H -5.3069 -6.0214 3.1034 0.00 0.20 0.01 0.32
H -5.7496 -6.1417 1.3889 0.11 -0.04 -0.07 0.31
C 0.3511 -3.2594 -6.8511 0.35 -0.12 -0.28 -1.46
C 1.0326 -2.6301 -5.6568 -0.46 -0.34 -0.43 0.57
C 0.1218 -1.7733 -4.8153 -0.28 -0.11 0.41 -0.63
O 1.0241 -0.8046 -4.2680 0.26 -0.08 -0.56 -0.24
C 2.0508 -0.6812 -5.1618 0.03 0.03 -0.04 0.53
O 2.8578 0.1913 -5.1423 -0.05 -0.05 0.04 -0.51
O 2.0270 -1.6834 -6.0725 -0.01 0.23 0.37 -0.36
H 0.1713 -2.5179 -7.6305 -0.11 0.09 0.15 0.36
H 0.9873 -4.0294 -7.2884 -0.05 -0.01 0.02 0.36
H -0.5956 -3.7207 -6.5680 0.03 0.02 0.07 0.36
H 1.5238 -3.3974 -5.0523 0.02 0.09 0.07 0.25
H -0.3633 -2.3375 -4.0201 0.09 0.15 0.12 0.41
H -0.6446 -1.2539 -5.3965 0.09 -0.04 -0.11 0.27

=====

No. 2
77
Properties=species:S:1:pos:R:3:forces:R:3:mulliken_charge:R:1 method="wB97M-V/def2-TZVPD" relative_energy_kcal_mol=5.54 e_homo_ev=-10.1 gap_ev=5.7 total_charge=+1
C -1.1785 3.3492 -3.5045 0.31 -1.07 0.02 -0.41
C -0.9979 2.0394 -3.0690 -0.56 0.26 0.10 -0.10
C 0.3308 1.4835 -3.0386 0.12 -0.61 0.90 0.25
C 1.3940 2.2564 -3.5949 -0.13 0.13 0.37 1.02
C 1.1717 3.5777 -4.0629 -0.70 0.23 0.37 -0.87
C -0.0917 4.1191 -3.9753 0.51 -0.04 -0.50 -0.93
C 2.6550 1.6768 -3.6391 0.25 -0.27 -0.63 -1.11
C 2.7889 0.2956 -3.5338 0.42 -0.36 0.34 1.02
C 1.7036 -0.4416 -2.9716 -0.48 0.61 0.79 0.31
C 1.7949 -1.8699 -2.9155 0.52 -0.67 -0.29 0.00
C 2.9907 -2.5046 -3.2531 -0.77 0.91 -0.09 -0.44
C 4.0911 -1.7605 -3.7466 0.33 1.08 -0.52 -0.95
C 3.9888 -0.3828 -3.9200 0.02 -0.81 0.27 -0.78
H -2.2029 3.7285 -3.5593 0.42 0.02 0.02 0.49
H 2.0155 4.1236 -4.4816 -0.28 -0.02 0.06 0.47
H -0.2829 5.1024 -4.3859 0.03 0.04 0.16 0.40
H 3.5240 2.2804 -3.8944 -0.15 -0.07 -0.07 0.51
H 3.0316 -3.5945 -3.1986 0.06 0.34 -0.08 0.48
H 4.9974 -2.2743 -4.0860 -0.39 0.19 0.29 0.37
H 4.7910 0.2272 -4.3623 -0.34 -0.53 0.25 0.44
N 0.6141 0.2472 -2.4262 -0.27 0.03 -3.51 0.13
Lu 0.2444 0.2537 -0.2087 0.47 0.04 1.99 0.86
C -2.2247 1.2125 -2.6856 -0.05 -0.20 0.33 -1.04
H -2.0986 0.1744 -3.0250 -0.03 0.22 -0.08 0.26
H -3.1947 1.5871 -3.0765 0.77 0.05 0.00 0.64
C 0.6022 -2.6994 -2.5368 -0.20 0.21 1.14 -1.34
H -0.3323 -2.3385 -2.9767 0.20 0.13 -0.15 0.32
H 0.6821 -3.7759 -2.7688 0.27 0.51 0.05 0.62
P -2.2844 1.0918 -0.8395 0.44 0.31 -0.52 0.82
P 0.3641 -2.4572 -0.6869 -0.73 -1.26 -0.86 0.70
C 1.6202 -3.5987 -0.0082 0.23 -0.07 0.26 -1.37
H 1.5595 -3.5912 1.0908 -0.01 -0.09 -0.37 0.27
H 1.4928 -4.6322 -0.3809 -0.10 0.52 0.14 0.46
H 2.6286 -3.2460 -0.2664 -0.32 -0.12 0.01 0.38
C -1.2158 -3.3540 -0.4660 -0.09 -0.07 0.22 -0.79
H -1.1128 -4.4280 -0.6998 -0.09 0.42 0.13 0.46
H -1.5699 -3.2093 0.5660 0.12 -0.20 -0.48 -0.19
H -1.9566 -2.9045 -1.1434 0.15 -0.15 0.15 0.33
C -2.6643 2.7888 -0.3323 -0.21 0.30 0.28 -1.20
H -3.6678 3.0752 -0.6655 0.11 0.03 0.13 0.50
H -2.5905 2.8747 0.7599 -0.15 -0.06 -0.22 0.11
H -1.9360 3.4940 -0.7534 -0.12 -0.27 0.00 0.33
C -3.6930 0.0566 -0.4161 -0.34 -0.19 0.11 -1.16
H -3.6846 -0.1558 0.6608 -0.05 0.18 -0.23 0.26
H -4.6324 0.5407 -0.7029 0.05 -0.22 0.07 0.48
H -3.5854 -0.9094 -0.9250 -0.11 0.22 0.01 0.33
C 2.3218 -0.5311 0.3320 2.18 -2.93 2.66 0.47
O 3.2175 -1.0658 0.8769 -1.99 2.53 -2.10 -0.39
H 2.1173 1.0024 -0.4206 0.36 0.29 -0.20 -0.22
C 1.3378 1.2380 4.1341 0.24 0.06 -0.41 -1.16
Si -0.0188 1.5292 2.8380 -0.63 -0.14 1.17 0.38
C -1.2704 2.5642 3.8278 0.09 0.32 -0.23 -1.20
C 0.7108 2.6335 1.4606 0.22 0.18 -0.07 -1.21
C -0.7780 -0.0101 2.1492 -0.12 -0.47 -0.41 0.53
Si -0.8968 -1.4111 3.4316 0.29 0.82 -0.03 0.28
C -1.5128 -0.8638 5.1432 -0.09 -0.11 0.07 -1.24
C -2.1520 -2.7221 2.9221 -0.10 -0.20 0.08 -1.36
C 0.7614 -2.2310 3.7822 0.01 -0.21 0.08 -0.86
H 1.6604 2.2103 4.5380 -0.07 -0.22 -0.14 0.39
H 2.2144 0.7633 3.6774 0.01 -0.01 0.20 0.29
H 1.0107 0.6231 4.9853 0.04 0.19 -0.38 0.28
H -0.7486 3.3854 4.3401 -0.08 -0.11 -0.12 0.35
H -2.0455 3.0294 3.2032 0.02 -0.14 0.13 0.31
H -1.7619 1.9690 4.6110 0.14 0.04 -0.32 0.29
H 1.2725 2.1439 0.6194 -0.12 0.54 0.60 0.52
H -0.0018 3.3507 1.0225 0.10 -0.23 0.15 0.28
H 1.4874 3.2271 1.9750 -0.19 -0.09 -0.35 0.48
H -1.8648 0.2302 1.9810 0.59 -0.06 -0.04 -0.55
H -2.4854 -0.3619 5.1186 0.04 -0.02 -0.10 0.33
H -1.6546 -1.7773 5.7387 0.05 0.13 -0.06 0.35
H -0.8312 -0.2228 5.7107 -0.04 -0.06 -0.17 0.34
H -1.6854 -3.6326 2.5212 -0.12 0.13 0.24 0.38
H -2.7578 -2.9923 3.8031 0.23 -0.05 -0.34 0.42
H -2.8388 -2.3454 2.1633 -0.11 0.04 -0.04 0.32
H 1.2806 -2.5379 2.8699 0.02 0.05 0.08 0.08
H 1.4374 -1.5910 4.3603 -0.12 -0.03 -0.19 0.38
H 0.5954 -3.1320 4.3903 0.01 0.12 -0.14 0.38

=====

No. 3
82
Properties=species:S:1:pos:R:3:forces:R:3:mulliken_charge:R:1 method="wB97M-V/def2-TZVPD" s_squared=6.06 e_homo_ev="-10.8 / -11.6" gap_ev="7.5 / 5.5" total_charge=+1 multiplicity=5
Ir 0.8307 -0.0973 0.4266 0.25 0.02 -0.12 1.65
C -0.3717 -3.9596 4.6769 -0.01 0.01 0.04 -1.48
C 0.0889 -3.7428 3.2352 -0.01 -0.02 -0.01 -0.88
C -1.0559 -3.4588 2.2893 0.02 -0.06 -0.02 0.61
C -1.8536 -4.5387 1.9252 0.03 -0.01 -0.02 -0.45
C -2.8819 -4.4050 1.0140 -0.02 0.05 -0.04 -1.16
C -3.1399 -3.1674 0.4361 -0.01 -0.08 0.02 -0.75
C -2.3674 -2.0655 0.7443 0.01 0.07 0.00 0.65
C -2.7395 -0.7165 0.1974 -0.07 0.05 0.03 0.74
C -3.4865 0.1311 1.2308 0.00 0.01 -0.01 -1.46
C -1.3230 -2.2159 1.6790 -0.02 -0.04 0.02 -0.14
N -0.4834 -1.1146 1.9307 -0.05 0.01 -0.03 0.33
C -0.1782 -0.8171 3.1661 -0.13 -0.08 0.13 -0.61
C 0.8872 0.0627 3.4169 0.00 0.02 -0.07 0.19
C 1.4669 0.5007 4.6445 0.01 0.01 0.00 -1.21
C 2.5725 1.2130 4.3005 0.01 0.01 0.04 -0.71
C 2.6424 1.1951 2.8541 0.03 0.03 -0.12 -0.42
N 1.6365 0.5283 2.3370 0.03 -0.01 0.05 0.29
H 0.4792 -4.1770 5.3218 0.00 0.00 0.00 0.45
H -1.0658 -4.7973 4.7400 -0.01 0.01 0.00 0.38
H -0.8895 -3.0840 5.0774 0.01 -0.04 0.00 0.32
H 0.5810 -4.6542 2.8860 -0.01 0.01 0.01 0.60
H 0.8536 -2.9675 3.2040 0.02 0.03 -0.01 0.19
H -1.6329 -5.5115 2.3468 0.00 0.00 0.00 0.49
H -3.4779 -5.2660 0.7426 -0.01 0.01 0.00 0.43
H -3.9545 -3.0572 -0.2689 -0.01 0.00 0.01 0.49
H -3.3718 -0.8690 -0.6787 -0.02 0.02 0.00 0.71
H -1.8467 -0.1850 -0.1388 0.00 0.01 -0.01 -1.23
H -4.3714 -0.3939 1.5919 0.00 0.00 0.01 0.34
H -3.8119 1.0831 0.8076 0.02 -0.02 -0.01 0.40
H -2.8533 0.3531 2.0924 -0.01 -0.01 0.00 0.25
H -0.7214 -1.2646 3.9946 0.05 0.01 -0.05 0.65
H 1.0952 0.2805 5.6317 0.00 0.00 0.00 0.55
H 3.2819 1.6965 4.9520 0.00 0.00 0.00 0.46
H 3.4025 1.6439 2.2301 -0.01 0.00 0.01 0.53
C -0.7641 1.6982 -4.7067 -0.04 -0.04 -0.02 -1.10
Si -1.3613 0.9374 -3.1119 -0.05 -0.06 -0.07 0.51
C -2.9268 1.7791 -2.5341 0.03 0.03 -0.04 -0.83
C -1.5817 -0.9039 -3.2472 0.02 -0.01 -0.02 -0.73
As 0.3417 1.4051 -1.5213 0.16 -0.25 0.40 0.05
Si -0.0162 3.5705 -0.6255 0.00 0.06 -0.03 0.22
C -1.3818 3.3780 0.6317 0.00 -0.02 -0.02 -0.80
C -0.4799 4.7397 -2.0044 -0.01 0.00 0.00 -0.98
C 1.5643 4.1328 0.1944 -0.03 -0.02 0.01 -0.82
Si 2.5074 1.2285 -2.4949 0.05 0.02 -0.05 0.23
C 3.7135 1.2514 -1.0610 -0.04 -0.07 -0.08 -0.92
C 2.5638 -0.4193 -3.3620 -0.01 0.00 -0.04 -0.89
C 2.7988 2.6488 -3.6696 -0.02 0.04 0.02 -1.02
H -1.5321 1.5798 -5.4760 0.00 0.01 0.00 0.41
H 0.1398 1.2063 -5.0690 0.02 0.00 0.00 0.26
H -0.5598 2.7646 -4.6015 0.00 0.02 0.01 0.29
H -3.7371 1.4956 -3.2121 0.00 0.00 0.01 0.45
H -2.8469 2.8672 -2.5604 0.01 -0.06 0.00 0.24
H -3.2191 1.4833 -1.5283 -0.01 -0.05 0.06 0.02
H -2.4904 -1.0966 -3.8249 0.00 -0.03 0.00 0.44
H -1.6790 -1.3850 -2.2739 0.01 0.01 -0.04 -0.01
H -0.7494 -1.3839 -3.7652 0.01 0.04 0.03 0.32
H -2.3071 3.0361 0.1643 0.01 0.00 0.01 0.17
H -1.5866 4.3323 1.1230 0.00 0.00 0.00 0.49
H -1.1044 2.6531 1.4014 0.00 0.00 0.00 0.10
H -1.4665 4.5248 -2.4174 0.04 0.01 0.01 0.27
H 0.2439 4.7086 -2.8208 0.01 0.00 0.00 0.26
H -0.4996 5.7631 -1.6208 -0.01 0.00 0.00 0.41
H 1.8767 3.4403 0.9784 0.01 -0.02 0.00 0.04
H 1.3977 5.1083 0.6588 0.00 -0.01 0.01 0.42
H 2.3802 4.2446 -0.5202 0.03 -0.01 -0.02 0.27
H 3.5633 0.3684 -0.4315 0.03 0.02 0.02 0.16
H 3.6165 2.1432 -0.4439 -0.02 0.07 0.03 0.15
H 4.7382 1.2145 -1.4403 0.00 0.00 -0.01 0.51
H 2.6446 -1.2397 -2.6482 -0.04 -0.01 0.01 0.18
H 3.4357 -0.4565 -4.0205 0.01 0.00 0.02 0.45
H 1.6787 -0.5976 -3.9758 0.02 0.02 0.00 0.22
H 2.4827 3.6056 -3.2503 0.02 0.01 0.02 0.27
H 2.2678 2.5021 -4.6114 -0.02 0.01 0.01 0.30
H 3.8651 2.7251 -3.8974 0.00 -0.02 -0.01 0.40
O 0.4465 -2.1340 -1.0228 0.23 -0.12 -0.02 -0.56
N 1.3950 -2.0952 -0.1836 -0.76 0.24 -0.06 0.34
C 1.8709 -3.1863 0.3657 0.29 0.13 0.00 0.73
C 1.3556 -4.4779 0.0373 0.06 0.05 0.02 0.08
N 0.9231 -5.5192 -0.1841 -0.01 0.02 0.00 -0.51
C 2.8856 -2.9981 1.3563 -0.12 -0.06 0.01 -0.13
N 3.6530 -2.8046 2.1907 0.01 0.04 -0.02 -0.57